Record 1
# C64H62Br2CsN5O5P2S4Si

A structure of composition C64H62Br2CsN5O5P2S4Si in a non-equilibrium geometry (ωB97M-V/def2-TZVPD, OMol25).

As for the net charge: -2. The strongest force on any atom is 1.4 eV/Å. The LUMO energy is 2.882 eV. The value obtained for the frontier orbital gap is 4.36 eV. Its HOMO energy is -0.05433 Ha.

XYZ file:
```
146
Properties=species:S:1:pos:R:3:lowdin_charge:R:1
Cs -0.440 -0.860 -0.430 0.964
C -3.715 -1.947 -0.261 -0.194
C -3.982 -1.247 -1.588 -0.190
O -2.750 -0.999 -2.214 -0.255
C -2.761 -0.078 -3.281 -0.199
C -2.988 1.361 -2.817 -0.192
O -2.283 1.540 -1.615 -0.200
C -2.419 2.822 -1.052 -0.182
C -2.083 2.732 0.441 -0.173
O -2.487 1.514 1.024 -0.178
C -3.853 1.216 0.928 -0.184
C -4.037 -0.221 1.404 -0.166
O -3.178 -1.141 0.765 -0.236
H -2.958 -2.716 -0.441 0.120
H -4.642 -2.431 0.076 0.127
H -4.550 -0.323 -1.422 0.116
H -4.600 -1.914 -2.209 0.133
H -3.510 -0.340 -4.042 0.132
H -1.768 -0.145 -3.721 0.028
H -4.059 1.567 -2.646 0.117
H -2.639 2.051 -3.596 0.136
H -3.452 3.178 -1.184 0.120
H -1.748 3.532 -1.544 0.130
H -2.544 3.585 0.960 0.125
H -1.004 2.767 0.590 0.091
H -4.212 1.325 -0.101 0.106
H -4.446 1.881 1.576 0.134
H -5.088 -0.515 1.289 0.132
H -3.773 -0.232 2.465 0.102
C 3.503 -0.405 2.393 -0.261
Si 2.325 1.129 2.066 0.611
C 3.746 2.304 1.390 -0.317
C 5.068 2.154 1.829 -0.138
C 6.140 2.752 1.190 -0.098
C 5.927 3.524 0.060 -0.101
C 4.636 3.752 -0.374 -0.112
C 3.553 3.159 0.278 -0.380
P 1.831 3.693 -0.074 1.089
C 1.948 4.526 -1.709 -0.389
C 1.162 5.651 -1.984 -0.127
C 1.102 6.186 -3.260 -0.105
C 1.816 5.596 -4.295 -0.103
C 2.564 4.456 -4.046 -0.077
C 2.611 3.908 -2.772 -0.099
C 1.939 5.143 1.078 -0.344
C 1.471 4.963 2.379 -0.098
C 1.562 5.976 3.322 -0.087
C 2.130 7.194 2.981 -0.111
C 2.635 7.375 1.699 -0.098
C 2.550 6.358 0.761 -0.099
C 2.131 1.734 3.920 -0.326
C 3.128 2.406 4.640 -0.100
C 2.964 2.771 5.965 -0.100
C 1.751 2.537 6.605 -0.108
C 0.727 1.920 5.910 -0.134
C 0.921 1.485 4.593 -0.409
P -0.426 0.582 3.715 1.091
C -1.834 1.692 4.174 -0.349
C -1.664 3.050 3.881 -0.103
C -2.654 3.981 4.140 -0.089
C -3.864 3.577 4.688 -0.112
C -4.063 2.231 4.954 -0.102
C -3.065 1.298 4.698 -0.097
C -0.815 -0.802 4.884 -0.378
C -0.156 -1.082 6.080 -0.093
C -0.550 -2.148 6.878 -0.097
C -1.582 -2.983 6.478 -0.108
C -2.193 -2.766 5.250 -0.089
C -1.810 -1.692 4.464 -0.127
H 3.868 -0.446 3.427 0.014
H 4.371 -0.366 1.731 0.009
H 2.983 -1.340 2.183 -0.028
H 5.264 1.525 2.691 0.086
H 7.148 2.605 1.565 0.093
H 6.765 3.956 -0.475 0.092
H 4.470 4.385 -1.237 0.087
H 0.612 6.119 -1.175 0.098
H 0.493 7.063 -3.449 0.093
H 1.784 6.021 -5.291 0.094
H 3.097 3.976 -4.856 0.096
H 3.169 2.995 -2.600 0.113
H 1.058 3.999 2.653 0.064
H 1.194 5.811 4.329 0.100
H 2.198 7.991 3.711 0.090
H 3.108 8.313 1.432 0.094
H 2.971 6.508 -0.224 0.100
H 4.061 2.651 4.145 0.082
H 3.772 3.256 6.502 0.092
H 1.604 2.840 7.636 0.090
H -0.235 1.773 6.388 0.105
H -0.727 3.374 3.446 0.084
H -2.470 5.026 3.919 0.101
H -4.639 4.300 4.911 0.090
H -5.003 1.894 5.376 0.094
H -3.245 0.265 4.961 0.087
H 0.683 -0.478 6.391 0.095
H -0.043 -2.332 7.818 0.097
H -1.891 -3.812 7.103 0.093
H -2.959 -3.448 4.903 0.100
H -2.262 -1.545 3.488 0.095
C 1.389 -2.870 3.702 -0.038
C 1.482 -3.980 2.707 -0.319
C 2.137 -5.183 3.055 -0.022
C 2.135 -6.230 2.183 -0.045
C 1.483 -6.101 0.937 -0.209
C 1.373 -7.130 -0.016 -0.639
Br 2.126 -8.857 0.322 0.685
C 0.700 -6.941 -1.195 -0.202
C 0.149 -5.699 -1.478 -0.605
Br -0.784 -5.462 -3.123 0.719
C 0.240 -4.565 -0.636 -0.500
O -0.194 -3.423 -0.947 -0.372
C 0.905 -4.833 0.643 -0.169
N 0.910 -3.818 1.537 0.178
H 2.368 -2.614 4.111 0.085
H 0.742 -3.172 4.528 0.072
H 0.965 -1.992 3.224 0.054
H 2.626 -5.259 4.019 0.108
H 2.615 -7.165 2.437 0.068
H 0.599 -7.748 -1.906 0.086
S 1.280 1.211 -9.228 0.502
C 1.507 0.782 -7.637 -1.123
S 0.179 0.353 -6.602 0.916
C 1.298 0.209 -5.182 -1.139
N 2.515 0.423 -5.560 -0.018
N 2.650 0.731 -6.902 -0.144
C 3.963 1.124 -7.284 -0.186
C 4.826 1.565 -6.275 -0.020
C 6.100 2.004 -6.587 -0.088
C 6.540 2.007 -7.903 -0.115
C 5.703 1.526 -8.896 -0.101
C 4.425 1.074 -8.597 -0.058
S 0.738 -0.118 -3.646 0.522
H 4.485 1.551 -5.251 0.101
H 6.749 2.350 -5.793 0.101
H 7.528 2.375 -8.151 0.091
H 6.040 1.500 -9.925 0.095
H 3.795 0.692 -9.380 0.043
N 3.497 -3.384 -0.779 0.101
C 3.708 -2.530 -1.809 -1.014
N 2.755 -2.488 -2.756 0.081
S 5.129 -1.663 -1.929 0.493
H 2.560 -3.703 -0.585 0.062
H 4.113 -3.285 0.008 0.078
H 1.827 -2.850 -2.568 0.074
H 2.789 -1.724 -3.412 0.017
```

---

Record 2
# C64H64AsCsN2O6S

A structure of composition C64H64AsCsN2O6S in a non-equilibrium geometry (ωB97M-V/def2-TZVPD, OMol25).

As for the net charge: -2. The strongest force on any atom is 1.3 eV/Å. The calculation puts the energy above the lowest of the compared OMol25 structures with the same formula, charge and spin at 31.6 kJ/mol. The LUMO energy is 3.624 eV. The value obtained for the frontier orbital gap is 6.23 eV. Its HOMO energy is -0.09583 Ha.

XYZ file:
```
139
Properties=species:S:1:pos:R:3:lowdin_charge:R:1
Cs 1.167 0.365 -0.215 1.208
C 0.227 -4.234 2.157 -0.038
C 1.538 -3.512 1.987 -0.261
C 1.787 -2.342 2.695 -0.011
C 2.963 -1.617 2.519 -0.270
C 3.176 -0.316 3.244 -0.043
C 3.903 -2.096 1.613 -0.032
C 3.679 -3.258 0.883 -0.271
C 4.653 -3.688 -0.179 -0.046
C 2.498 -3.964 1.089 -0.026
H -0.606 -3.574 1.902 0.065
H 0.086 -4.560 3.191 0.079
H 0.168 -5.107 1.506 0.073
H 1.029 -1.967 3.377 0.110
H 2.608 0.486 2.764 0.060
H 4.233 -0.043 3.244 0.074
H 2.825 -0.378 4.276 0.074
H 4.808 -1.527 1.428 0.118
H 4.389 -3.209 -1.126 0.063
H 4.638 -4.771 -0.323 0.072
H 5.670 -3.380 0.071 0.074
H 2.300 -4.860 0.507 0.113
O 3.416 -0.799 -1.116 -0.550
S 3.737 -0.450 -2.485 0.494
O 3.927 -1.576 -3.392 -0.343
N 2.703 0.626 -2.916 -0.182
C 2.610 1.195 -4.146 -0.267
C 3.412 0.928 -5.253 -0.034
C 3.223 1.588 -6.477 -0.106
C 2.237 2.523 -6.649 -0.085
C 1.386 2.828 -5.559 -0.174
C 0.338 3.773 -5.656 -0.041
C -0.453 4.033 -4.575 -0.072
C -0.194 3.335 -3.375 -0.150
N 0.755 2.448 -3.249 0.130
C 1.558 2.181 -4.310 -0.154
C 5.319 0.375 -2.425 -0.259
C 6.434 -0.213 -3.001 -0.063
C 7.658 0.440 -2.938 -0.095
C 7.759 1.671 -2.306 -0.107
C 6.634 2.255 -1.734 -0.084
C 5.411 1.608 -1.793 -0.049
H 4.176 0.169 -5.162 0.090
H 3.874 1.341 -7.310 0.093
H 2.095 3.021 -7.601 0.092
H 0.175 4.285 -6.599 0.104
H -1.258 4.755 -4.629 0.094
H -0.799 3.520 -2.490 0.103
H 6.321 -1.170 -3.493 0.106
H 8.535 -0.013 -3.387 0.094
H 8.715 2.179 -2.261 0.091
H 6.712 3.218 -1.245 0.099
H 4.518 2.049 -1.366 0.121
C -5.202 2.891 2.482 0.006
C -3.968 2.220 3.075 -0.592
C -4.080 2.136 4.594 0.011
O -3.810 0.922 2.558 -0.011
C -2.498 0.741 1.986 -0.126
C -1.895 2.157 1.942 -0.120
O -2.827 2.960 2.699 -0.028
C -0.457 2.362 2.539 -0.500
O 0.471 1.658 1.852 -0.492
C -0.066 3.859 2.443 -0.126
C -0.795 4.853 1.798 -0.022
C -0.286 6.144 1.666 -0.103
C 0.955 6.469 2.186 -0.130
C 1.693 5.483 2.837 -0.100
C 1.188 4.201 2.954 -0.032
C -0.468 1.976 4.041 -0.125
C -0.795 2.855 5.070 -0.045
C -0.728 2.454 6.399 -0.106
C -0.350 1.158 6.721 -0.123
C -0.013 0.275 5.702 -0.089
C -0.056 0.691 4.380 -0.036
C -2.652 -0.072 0.651 -0.498
O -1.456 -0.423 0.144 -0.370
C -3.404 -1.395 0.994 -0.104
C -3.040 -2.121 2.130 -0.031
C -3.552 -3.384 2.384 -0.098
C -4.444 -3.975 1.498 -0.133
C -4.806 -3.278 0.355 -0.108
C -4.297 -2.007 0.114 -0.055
C -3.483 0.762 -0.355 -0.127
C -2.814 1.331 -1.436 -0.025
C -3.495 2.067 -2.397 -0.085
C -4.870 2.237 -2.303 -0.116
C -5.551 1.671 -1.234 -0.103
C -4.862 0.945 -0.270 -0.066
H -6.084 2.267 2.642 0.086
H -5.057 3.045 1.415 0.076
H -5.350 3.859 2.966 0.082
H -5.019 1.643 4.861 0.083
H -4.057 3.137 5.030 0.086
H -3.249 1.558 4.991 0.078
H -1.896 0.121 2.651 0.122
H -1.857 2.512 0.906 0.150
H -1.778 4.635 1.400 0.106
H -0.868 6.901 1.152 0.089
H 1.352 7.473 2.083 0.083
H 2.670 5.718 3.244 0.089
H 1.774 3.424 3.431 0.121
H -1.100 3.864 4.821 0.119
H -0.984 3.154 7.188 0.090
H -0.307 0.843 7.757 0.084
H 0.299 -0.735 5.948 0.093
H 0.251 0.049 3.562 0.090
H -2.324 -1.700 2.825 0.112
H -3.242 -3.918 3.276 0.096
H -4.841 -4.965 1.691 0.087
H -5.484 -3.726 -0.364 0.095
H -4.589 -1.498 -0.795 0.106
H -1.744 1.173 -1.504 0.087
H -2.954 2.491 -3.236 0.083
H -5.408 2.795 -3.062 0.086
H -6.625 1.796 -1.150 0.091
H -5.404 0.499 0.553 0.115
C 0.418 -2.573 -4.240 -0.320
As -0.245 -1.553 -2.687 1.128
C -2.147 -1.973 -2.898 -0.309
C 0.237 -2.904 -1.322 -0.360
C -0.387 -4.251 -1.440 -0.296
C 0.269 -5.302 -2.084 -0.064
C -0.312 -6.560 -2.174 -0.107
C -1.563 -6.792 -1.618 -0.120
C -2.226 -5.754 -0.973 -0.085
C -1.645 -4.499 -0.884 -0.049
H 0.013 -3.587 -4.252 0.007
H 1.509 -2.614 -4.187 0.003
H 0.145 -2.070 -5.170 0.011
H -2.331 -3.025 -3.118 0.021
H -2.563 -1.350 -3.692 0.018
H -2.625 -1.699 -1.958 -0.008
H -0.051 -2.444 -0.377 0.033
H 1.327 -2.981 -1.361 0.065
H 1.250 -5.125 -2.511 0.112
H 0.216 -7.365 -2.674 0.090
H -2.017 -7.774 -1.680 0.085
H -3.199 -5.921 -0.526 0.090
H -2.158 -3.692 -0.367 0.102
```